ORCA calculation (ωB97M-V with the def2-TZVPD basis set) on a cluster of 2 separate species, C4H7FN2O6S2 in total in a non-equilibrium geometry.

Properties
E_HOMO: -10.2 eV
HOMO-LUMO gap: 0.3684 Eh
Electronic energy: -1613.60187 hartree
Spin multiplicity: 1
Total charge: 0

Each line ends with the natural charge from an NBO analysis.
Element x y z (Å)
C 1.1142 -1.4005 -1.7844  -0.183
C -0.0446 -1.5058 -1.3919  0.058
N -1.4991 -1.6095 -1.1981  -0.472
N -1.8881 -2.7525 -1.9443  -0.632
S -2.1567 -0.1399 -1.8497  2.376
O -1.2857 0.3655 -2.9133  -0.855
O -3.5749 -0.2271 -2.1852  -0.847
F -2.0467 0.9629 -0.5933  -0.479
H 2.0728 -1.1695 -2.3308  0.280
H -1.0984 -3.0962 -2.5102  0.377
H -2.6377 -2.5542 -2.6201  0.381
O 2.9438 -0.3176 2.9118  -0.889
S 2.6141 0.6564 1.9242  2.525
O 3.5512 1.1233 0.9573  -0.889
O 1.9641 1.9346 2.6749  -0.680
C 0.6506 2.1720 2.1671  -0.099
C 0.1435 0.8127 1.7181  -0.112
O 1.2814 0.1643 1.1474  -0.682
H 0.7313 2.8621 1.3228  0.192
H 0.0188 2.6144 2.9370  0.212
H -0.6600 0.8895 0.9905  0.226
H -0.1939 0.2152 2.5701  0.191

Atoms 1-3, force components in eV/Å:
C -1.67 0.27 -0.06
C 0.63 0.47 -0.50
N 3.09 1.51 0.32